Record 1
DFT (ωB97M-V/def2-TZVPD) results for a cluster of 3 separate species, C17H40IN4O6 in total.

```
68
Properties=species:S:1:pos:R:3:nbo_charge:R:1
H -0.349 -7.322 -0.817 0.173
H -2.938 6.071 0.978 0.191
H 3.928 -0.420 -1.102 0.215
C 0.181 -2.481 0.049 -0.245
H -1.671 -5.077 -1.594 0.161
H -1.925 5.001 -1.106 0.180
O 5.425 1.989 2.343 -0.739
C -3.097 5.012 0.748 -0.244
C 1.216 -5.932 -0.160 -0.244
C -5.546 5.061 0.943 -0.248
C -5.722 4.095 2.129 -0.086
C -2.109 -5.621 -0.755 -0.244
H 3.364 -2.550 -0.693 0.210
H -3.397 2.803 -1.733 0.154
H 1.358 -5.274 0.702 0.177
H -6.589 4.444 2.702 0.186
C 2.444 1.643 -1.413 -0.230
H -0.996 4.750 0.376 0.196
H -2.967 -5.051 -0.391 0.190
O -1.976 3.077 -0.242 -0.558
N 4.922 -1.050 1.456 -0.793
H 3.616 2.172 0.470 0.243
C -2.337 2.627 -1.541 -0.251
C -4.902 1.959 1.412 -0.247
H 3.286 -4.804 -1.518 0.190
H -4.699 2.030 0.344 0.159
H 2.032 -6.661 -0.176 0.189
C 6.136 1.305 1.443 0.698
O -6.033 2.753 1.746 -0.550
H -4.446 3.920 -0.323 0.352
H 0.354 -3.072 0.954 0.178
H -2.157 1.550 -1.589 0.193
H -6.435 4.977 0.304 0.200
C 4.690 0.426 -0.747 -0.436
H -2.461 -6.601 -1.088 0.166
H -5.149 0.914 1.624 0.186
H 1.594 2.939 0.011 0.357
H -4.877 4.118 2.826 0.166
N -4.387 4.855 0.066 -0.628
H -0.331 -1.558 0.336 0.187
H -4.015 2.226 1.995 0.178
H 0.362 -4.641 -1.489 0.350
C 2.434 -3.096 -0.494 -0.096
C -1.938 4.505 -0.127 -0.072
H -3.074 4.448 1.684 0.169
H -0.476 -3.011 -0.640 0.149
H 2.273 -3.780 -2.525 0.200
O -1.176 -5.743 0.310 -0.554
H 5.458 0.534 -1.653 0.221
H 2.519 -3.461 0.535 0.176
O 1.390 -2.125 -0.609 -0.550
H 2.000 0.597 -1.049 0.186
H 4.492 2.778 -1.087 0.222
I 3.009 -0.525 2.012 0.236
O 7.564 1.727 1.267 -0.840
H -1.732 3.114 -2.311 0.183
H -0.030 -7.310 0.920 0.181
H 0.445 2.221 -0.967 0.350
C -0.119 -6.670 0.035 -0.070
C 2.349 -4.234 -1.528 -0.250
H -5.529 6.093 1.316 0.189
H 6.564 -0.516 0.142 0.232
N 1.224 -5.171 -1.415 -0.633
H 2.573 1.651 -2.579 0.177
H 5.489 -1.188 2.345 0.388
C 3.909 1.863 -0.636 -0.439
C 5.580 0.012 0.565 -0.163
N 1.403 2.685 -0.992 -0.874
```

Properties
electronic energy = -1639.68681 a.u.
LUMO = 2.10 eV
largest force on an atom = 0.14782 hartree/bohr
net charge = -1

=====

Record 2
DFT (ωB97M-V/def2-TZVPD) results for a cluster of 2 separate species, C6H6Cl3IN2 in total.

```
18
Properties=species:S:1:pos:R:3:nbo_charge:R:1
C -0.041 2.162 2.696 0.268
C 0.126 1.514 1.329 -0.510
H -1.519 -1.356 0.118 0.237
I -2.621 0.566 2.451 0.196
H 1.844 -1.467 -3.872 0.234
C -1.125 0.633 0.885 -0.211
H -0.493 -1.329 1.550 0.229
N -2.078 1.741 -1.293 -0.291
C 1.742 -1.819 -2.852 -0.281
C -0.663 -0.820 0.577 -0.639
N -0.079 2.618 3.721 -0.303
H 0.986 0.828 1.448 0.259
Cl 2.954 -3.071 -2.572 0.028
C -1.733 1.266 -0.340 0.241
Cl 0.113 -2.473 -2.653 0.023
H 0.244 -0.882 -0.050 0.236
Cl 2.002 -0.447 -1.766 0.010
H 0.339 2.337 0.622 0.274
```

Properties
energy relative to the best compared isomer or geometry (same formula, charge and spin) = 38.9 kJ/mol
electronic energy = -2019.96016 a.u.
LUMO = -0.28 eV
largest force on an atom = 0.10190 hartree/bohr
SMILES string = C[C@](I)(C#N)CC#N.ClC(Cl)Cl

=====

Record 3
DFT (ωB97M-V/def2-TZVPD) results for the molecule C7H14N2.

```
23
Properties=species:S:1:pos:R:3:nbo_charge:R:1
C 0.856 -0.527 -0.058 -0.108
H -0.434 1.700 -1.396 0.215
N -1.202 -1.645 -0.390 -0.205
C 0.052 -1.790 -0.379 0.009
H -3.074 0.947 -0.122 0.203
C -2.791 0.007 0.317 -0.421
H 0.848 2.171 -0.261 0.208
H 0.541 -2.819 -0.463 0.198
H 2.572 -0.865 -1.437 0.220
H -0.334 0.600 1.350 0.171
H -2.840 -0.117 1.456 0.174
H 1.749 0.420 1.657 0.204
N -1.478 -0.327 -0.198 -0.299
H -0.960 2.439 0.036 0.213
H 1.244 -1.233 2.089 0.224
H 2.675 -0.899 0.941 0.209
C 1.748 -0.091 -1.220 -0.619
C -0.338 0.468 0.278 -0.031
H 1.240 0.018 -2.212 0.224
H 2.081 0.877 -0.858 0.208
C 1.694 -0.590 1.271 -0.603
H -3.640 -0.614 -0.027 0.224
C -0.209 1.870 -0.375 -0.616
```

Properties
energy relative to the best compared isomer or geometry (same formula, charge and spin) = 197.0 kJ/mol
electronic energy = -384.55687 a.u.
LUMO = 0.93 eV
largest force on an atom = 0.06678 hartree/bohr
SMILES string = C[C@H]1N(C)N=CC1(C)C

=====

Record 4
DFT (ωB97M-V/def2-TZVPD) results for a cluster of 2 separate species, C3H7NO3 in total.

```
14
Properties=species:S:1:pos:R:3:nbo_charge:R:1
H 1.626 1.203 0.715 0.205
C -0.608 -1.144 -0.044 0.470
H -1.086 -0.458 -0.840 0.078
O -0.403 0.840 0.761 -0.527
H 0.782 1.480 -0.821 0.173
C 0.819 -1.564 -0.309 -0.717
C 0.701 1.580 0.269 -0.281
N -1.768 1.323 -0.130 0.434
O -2.755 0.969 0.387 -0.142
O -1.411 -1.861 0.548 -0.574
H 0.841 -2.625 -0.561 0.248
H 0.601 2.641 0.512 0.184
H 1.270 -0.961 -1.097 0.214
H 1.391 -1.423 0.610 0.234
```

Properties
energy relative to the best compared isomer or geometry (same formula, charge and spin) = 588.9 kJ/mol
electronic energy = -398.81335 a.u.
LUMO = -1.16 eV
largest force on an atom = 0.08548 hartree/bohr
SMILES string = CON=O.CC=O

=====

Record 5
DFT (ωB97M-V/def2-TZVPD) results for a structure of composition C3H3CuO3.

```
10
Properties=species:S:1:pos:R:3:nbo_charge:R:1
H 0.140 -3.876 0.827 0.265
C 0.123 -0.742 0.042 0.991
H -0.510 -2.575 2.920 0.275
O 1.088 -0.335 -0.617 -0.676
O -0.417 -0.302 1.041 -0.440
H -1.990 -1.903 1.933 0.279
C -0.999 -2.358 1.969 -0.128
C -0.431 -2.946 0.791 0.359
Cu 2.155 0.903 -0.924 1.510
O -0.118 -2.165 -0.204 -0.436
```

Properties
energy relative to the best compared isomer or geometry (same formula, charge and spin) = 208.3 kJ/mol
spin multiplicity = 3
electronic energy = -1981.37641 a.u.
LUMO (alpha / beta) = -11.37 / -14.75 eV
largest force on an atom = 0.14104 hartree/bohr
net charge = +2
expectation value of S² = 2.009

=====

Record 6
DFT (ωB97M-V/def2-TZVPD) results for the ion C8H12N3 with charge +1.

```
23
Properties=species:S:1:pos:R:3:nbo_charge:R:1
H 2.480 -1.948 0.973 0.182
H 1.592 -3.259 0.196 0.251
N 1.417 0.850 0.121 -0.308
H 2.477 -2.130 -0.824 0.188
C 1.880 -2.214 0.094 -0.472
H -4.183 0.510 -0.874 0.239
H -2.889 -1.762 0.849 0.242
H -1.167 2.941 -0.015 0.254
H 3.075 -0.266 -0.129 0.469
C -2.930 -1.146 -0.038 -0.417
H 3.116 1.158 -1.049 0.437
C -2.201 0.121 -0.017 0.039
H 3.389 1.229 0.610 0.446
C -1.059 0.744 0.000 -0.020
H -4.148 0.468 0.933 0.240
N 0.655 -1.455 0.014 -0.460
C 0.802 2.119 0.072 -0.076
C 0.557 -0.224 0.030 0.443
N 2.845 0.750 -0.132 -0.519
H -2.934 -1.712 -0.958 0.242
C -3.671 0.166 0.013 -0.414
C -0.535 2.073 0.021 -0.214
H 1.434 2.987 0.109 0.227
```

Properties
energy relative to the best compared isomer or geometry (same formula, charge and spin) = 549.2 kJ/mol
electronic energy = -475.87133 a.u.
LUMO = -3.83 eV
largest force on an atom = 0.08931 hartree/bohr
net charge = +1
SMILES string = C/N=C1/C(=C2CC2)C=CN1[NH3+]

=====

Record 7
DFT (ωB97M-V/def2-TZVPD) results for the molecule C3H11N3O.

```
18
Properties=species:S:1:pos:R:3:nbo_charge:R:1
C -0.253 0.431 -0.609 0.118
H -0.978 -2.663 0.426 0.216
H -0.027 2.257 0.534 0.217
H -0.248 0.830 1.543 0.211
H -1.617 1.521 0.645 0.247
H 0.637 -1.964 0.623 0.228
H 2.638 0.371 0.827 0.328
N -0.660 -0.914 -0.667 -0.136
H -0.476 0.956 -1.538 0.199
H 1.621 -0.525 -1.515 0.372
C -0.431 -1.722 0.520 -0.450
N 1.401 0.148 -0.785 -0.553
H 2.216 1.783 0.058 0.342
N 2.405 0.792 -0.075 -0.645
H -2.601 -0.847 -1.448 0.467
C -0.548 1.300 0.603 -0.666
H -0.763 -1.247 1.445 0.188
O -2.316 -0.507 -0.585 -0.683
```

Properties
energy relative to the best compared isomer or geometry (same formula, charge and spin) = 495.8 kJ/mol
electronic energy = -360.24856 a.u.
LUMO = 0.83 eV
largest force on an atom = 0.09825 hartree/bohr
SMILES string = C[C@@H](NN)N(C)O

=====

Record 8
DFT (ωB97M-V/def2-TZVPD) results for a structure of composition C50H50CsF6NO4P2S3SbSi.

```
119
Properties=species:S:1:pos:R:3:mulliken_charge:R:1
C 2.616 -6.411 -0.661 -0.502
H -7.466 -4.104 -1.106 0.370
C -2.198 3.870 -5.139 -0.660
C 3.349 -0.676 3.411 -0.607
C 5.672 -1.129 3.844 -0.620
C -4.325 -2.965 -1.678 -0.515
H 6.580 -0.942 4.405 0.356
C -6.547 -2.436 -0.111 -0.668
C -0.592 -1.655 -2.069 -0.353
H -0.136 -1.917 -1.119 0.540
H -3.459 -0.401 -3.365 0.443
H 4.537 -2.995 1.255 0.434
C -5.409 -1.655 0.009 -0.573
C 0.803 -2.899 4.218 -0.357
C -4.695 3.520 -0.408 0.345
F 2.572 6.149 -0.400 -0.240
C -3.423 0.803 -0.710 -1.132
C 5.887 1.432 1.148 -0.577
H 0.268 -3.434 6.223 0.397
H 2.039 -4.889 2.300 0.440
C -5.586 3.210 -1.435 -0.194
C 0.141 -1.794 -3.245 -0.280
H 6.621 -1.149 -1.852 0.285
F 0.442 1.998 5.203 -0.208
Cs 0.928 1.111 -0.271 2.928
C -0.430 -1.442 -4.455 -0.806
H -2.180 -0.669 -5.441 0.410
C -1.731 -0.946 -4.495 -0.778
S 0.936 4.407 0.670 0.779
C -7.436 3.272 0.103 -0.434
H 2.541 -7.099 1.375 0.393
H 2.835 -7.389 -1.074 0.355
O -0.948 3.026 2.716 -0.554
C -1.615 -4.026 3.477 -0.660
C 2.051 -3.874 0.404 0.302
H 1.166 -2.135 -3.201 0.300
H -1.323 1.891 -2.563 0.492
O 0.359 3.693 -0.450 -0.362
H -2.560 -4.460 3.172 0.423
C -0.775 -3.470 2.523 -0.196
C -2.991 4.794 -4.469 -0.586
C -2.473 1.865 -0.141 1.222
C 0.451 -2.903 2.872 0.112
C 3.926 0.777 -1.076 -0.148
Si 5.761 0.856 -0.639 0.088
F 0.970 4.043 4.722 -0.209
H 2.455 -0.113 3.650 0.325
C -5.204 3.720 0.874 -0.324
C -1.613 2.838 -4.425 -0.790
C 5.678 -2.048 2.802 -0.469
H -5.399 -0.851 0.736 0.403
H 6.164 3.112 -1.651 0.271
F 3.577 4.791 0.944 -0.213
H -1.095 -3.485 1.484 0.265
H -3.447 5.616 -5.007 0.386
C 4.520 -2.284 2.073 -0.830
H 7.677 2.207 -1.534 0.288
H -2.031 3.962 -6.205 0.392
H 5.479 2.440 1.264 0.291
C 2.505 -5.308 -1.494 -0.816
O 0.318 5.610 1.119 -0.725
C 3.338 -1.612 2.381 1.169
H 5.311 0.764 1.794 -0.134
F 2.931 4.106 -1.010 -0.184
H 3.688 1.457 -1.902 0.511
P -2.763 -0.915 -0.496 0.854
N 1.401 3.386 1.797 -0.389
H 6.918 1.438 1.511 0.371
C -6.945 3.092 -1.184 -0.754
C 6.610 2.120 -1.757 -1.100
O 0.580 1.114 2.417 -0.588
H 3.444 1.194 -0.181 -0.576
C -2.629 3.626 -2.373 0.283
C -6.579 -3.490 -1.014 -0.481
H -2.473 1.802 0.952 0.901
C 1.102 2.776 4.341 0.254
C -4.284 -1.897 -0.784 0.637
S 3.266 -0.893 -1.429 -0.259
C 2.451 -6.250 0.707 -0.767
C 2.232 -4.052 -0.964 0.146
C -1.246 -4.017 4.816 -0.475
H 2.640 -5.414 -2.564 0.410
H 2.186 -3.209 -1.639 -0.325
H -3.805 5.412 -2.596 0.462
H -7.621 2.848 -1.994 0.391
H -6.933 3.734 2.139 0.417
C -5.462 -3.754 -1.792 -0.620
H 6.179 -1.540 -0.199 0.052
H -0.983 2.111 -4.923 0.518
H 6.588 -2.576 2.545 0.362
Sb 1.561 -1.958 1.250 -0.346
C -3.194 4.674 -3.105 -0.553
C -1.825 2.717 -3.055 -0.016
H -5.211 3.052 -2.439 0.317
H -4.380 0.858 -0.191 0.453
H 6.507 1.819 -2.803 0.307
H 0.140 -1.542 -5.370 0.369
C 4.507 -0.439 4.143 -0.591
C -1.883 -1.138 -2.090 0.427
H -5.470 -4.577 -2.495 0.396
C -0.035 -3.450 5.182 -0.653
H -8.496 3.171 0.299 0.389
H 1.750 -2.479 4.536 0.376
C 2.621 4.889 0.028 0.596
H 4.494 0.297 4.938 0.405
H -3.640 0.999 -1.762 0.064
H -7.409 -2.223 0.509 0.389
H 7.697 -0.669 -0.519 0.347
H -1.900 -4.445 5.566 0.358
H -3.464 -3.184 -2.297 0.353
C 6.653 -0.783 -0.825 -0.773
C -6.561 3.585 1.133 -0.672
C -2.448 -0.792 -3.323 -0.090
P -2.866 3.618 -0.558 -0.199
F 2.391 2.447 4.376 -0.188
S 0.392 2.526 2.658 0.858
H -4.529 3.980 1.683 0.448
H -1.449 1.614 -0.407 -2.384
C 2.170 -4.995 1.230 -0.120
```

Properties
energy relative to the best compared isomer or geometry (same formula, charge and spin) = 0.0 kJ/mol
electronic energy = -5317.47765 a.u.
LUMO = 1.92 eV
largest force on an atom = 0.03899 hartree/bohr
net charge = -1